(1)
{"formula": "C7H11N", "method": "wB97M-V/def2-TZVPD", "species": ["C", "C", "C", "C", "C", "C", "N", "C", "H", "H", "H", "H", "H", "H", "H", "H", "H", "H", "H"], "xyz": [[0.6182, -0.1553, 0.9246], [0.7000, -1.6021, -1.7845], [1.1958, 1.1527, 1.4416], [0.3928, -0.2599, -1.2375], [-0.8316, 0.6809, -1.0637], [-2.2701, 0.2990, 1.0061], [0.5267, 0.9484, -1.6110], [-1.1915, 0.5183, 0.2883], [-1.6069, 0.9474, -1.7788], [0.1290, -0.7597, 1.6838], [1.4369, -0.8026, 0.5970], [0.1337, -1.7464, -2.7065], [1.7629, -1.6743, -2.0232], [0.4267, -2.3879, -1.0804], [0.4976, 1.6597, 2.1072], [2.1298, 0.9907, 1.9861], [1.4022, 1.8239, 0.6046], [-2.2371, 0.3580, 2.0875], [-3.2148, 0.0092, 0.5587]], "atomic_forces_ev_per_a": [[-1.79, 1.38, 1.81], [0.43, -0.06, 0.32], [0.13, -0.18, 0.14], [-1.81, 1.37, -2.48], [0.35, -0.86, -0.92], [-0.13, -0.04, 0.30], [0.46, -0.72, 0.98], [2.51, -1.11, 0.59], [0.04, -0.20, -0.11], [0.03, 0.13, 0.31], [-0.34, 0.09, -0.88], [-0.03, 0.13, 0.08], [-0.01, -0.07, 0.01], [0.04, 0.02, -0.02], [0.00, -0.02, -0.01], [0.04, 0.07, -0.02], [0.04, -0.01, 0.02], [0.15, -0.48, 0.02], [-0.11, 0.59, -0.11]], "energy_ev": -8921.2335, "de_lowest_kj_mol": 626.7}

=====

(2)
{"formula": "C7H11N", "method": "wB97M-V/def2-TZVPD", "species": ["C", "C", "C", "C", "C", "C", "C", "N", "H", "H", "H", "H", "H", "H", "H", "H", "H", "H", "H"], "xyz": [[-3.2010, -0.5955, 1.9604], [-2.3216, -1.1925, 1.1448], [-0.9340, -0.6990, 1.1655], [-0.6436, 0.5133, 0.6684], [0.7904, 0.8729, 0.4176], [1.1330, 0.5625, -1.0328], [2.3587, 0.1802, -1.4037], [2.5840, 0.0078, -2.8034], [-3.0455, 0.3652, 2.4218], [-4.2256, -0.9682, 1.9634], [-2.6290, -2.0333, 0.5335], [-0.1934, -1.3351, 1.6353], [-1.2471, 1.2373, 0.1479], [1.0199, 1.8921, 0.7905], [1.4847, 0.3457, 1.0796], [0.2408, 0.7372, -1.6233], [3.0968, -0.1986, -0.7113], [3.3786, -0.5406, -3.0741], [2.3539, 0.8485, -3.2800]], "atomic_forces_ev_per_a": [[-1.01, -0.64, -1.47], [-0.36, 0.79, 1.61], [-0.99, 1.15, -1.03], [1.89, -1.16, 0.03], [1.23, 0.23, 1.14], [0.19, 1.01, 2.14], [-1.56, -0.80, -1.78], [-0.04, -0.36, 1.60], [0.46, -0.13, 0.49], [0.09, 0.15, 0.12], [0.24, -0.21, 0.19], [0.31, 0.07, -0.33], [-1.16, -0.39, 0.18], [-0.38, 0.10, -0.92], [-0.17, -0.62, -0.04], [0.61, -0.10, -0.96], [0.16, 0.33, 0.14], [0.18, 0.44, -0.26], [0.33, 0.15, -0.85]], "energy_ev": -8924.7309, "smiles": "C=C/C=C/C/C=C/N", "de_lowest_kj_mol": 289.2}

=====

(3)
{"formula": "C7H11N2", "method": "wB97M-V/def2-TZVPD", "species": ["C", "C", "C", "N", "C", "N", "C", "C", "C", "H", "H", "H", "H", "H", "H", "H", "H", "H", "H", "H"], "xyz": [[0.1925, -0.6167, -2.1892], [0.0121, 0.5619, -1.1863], [0.1417, 0.0408, 0.2006], [1.3568, -0.1390, 0.7224], [1.5911, -0.1593, 2.1158], [0.8016, 0.2695, 3.0185], [-0.3865, 0.8939, 2.7837], [-1.2867, 0.5631, 1.8137], [-1.0690, -0.5287, 0.8109], [0.4149, -1.5990, -1.6288], [1.0579, -0.5212, -2.8765], [-0.7086, -0.8314, -2.7887], [-0.9018, 1.0579, -1.1621], [0.6056, 1.4685, -1.2202], [2.1884, -0.1200, 0.1517], [2.5846, -0.4854, 2.5734], [-0.7091, 1.6821, 3.5082], [-2.2278, 1.0738, 1.5078], [-1.0212, -1.3969, 1.3532], [-1.9481, -0.5497, -0.0119]], "atomic_forces_ev_per_a": [[0.50, -1.42, 0.22], [1.41, -0.02, 0.81], [0.20, -1.51, -0.73], [-0.38, 0.28, 1.72], [1.11, -0.87, 1.31], [-0.08, 0.49, -0.23], [-1.91, 0.49, -0.17], [-0.69, 1.43, -1.04], [-1.60, 1.64, -2.17], [-0.42, 1.45, -0.65], [-0.60, 0.37, 0.44], [0.39, 0.38, 0.31], [-2.30, 0.17, -0.63], [1.17, -0.30, -0.84], [0.04, 0.51, -0.40], [-1.15, 0.09, -1.66], [0.61, -0.81, -0.54], [0.93, 0.36, 1.36], [0.64, -2.65, 0.74], [2.13, -0.10, 2.14]], "energy_ev": -10408.6150, "total_charge": 1, "smiles": "CCC1=[NH+]C=NC=CC1", "de_lowest_kj_mol": 299.5}

=====

(4)
{"formula": "C7H11N3O2", "method": "wB97M-V/def2-TZVPD", "species": ["C", "C", "C", "C", "C", "C", "C", "N", "N", "N", "O", "O", "H", "H", "H", "H", "H", "H", "H", "H", "H", "H", "H"], "xyz": [[-0.5859, 0.2559, 0.0212], [1.6581, 0.9725, 0.9067], [0.8948, 1.6697, -1.2016], [1.5367, 1.1364, -2.4787], [-2.7655, -0.8684, 0.0699], [-0.6561, -1.9755, 0.9498], [-1.4139, -0.6510, 0.7679], [-0.3135, 0.9295, -0.9339], [1.8457, 1.6082, -0.1242], [2.0641, 0.5168, 2.0877], [2.5638, -0.6200, 2.0857], [1.7802, 1.1739, 3.0938], [0.6084, 2.7194, -1.3375], [1.8610, 0.1092, -2.3279], [2.3988, 1.7471, -2.7305], [0.8180, 1.1720, -3.2926], [-3.2916, 0.0746, -0.0519], [-3.3778, -1.5390, 0.6675], [-2.6144, -1.3113, -0.9114], [0.3120, -1.8185, 1.4190], [-0.5007, -2.4558, -0.0137], [-1.2396, -2.6424, 1.5788], [-1.5827, -0.2033, 1.7560]], "atomic_forces_ev_per_a": [[2.34, 1.67, -0.38], [-3.82, -0.30, -2.96], [0.39, 0.47, -0.65], [-0.11, 0.13, 0.11], [0.11, 0.17, 0.04], [0.05, 0.09, 0.11], [-0.65, -0.76, 0.44], [-1.09, -1.06, 0.92], [1.53, 0.29, 1.05], [0.98, -0.54, 1.51], [0.04, 0.32, 0.19], [0.20, -0.13, -0.15], [0.02, -0.19, 0.07], [0.01, -0.07, 0.04], [0.05, 0.01, 0.01], [-0.03, 0.00, -0.07], [-0.09, 0.05, -0.03], [-0.03, -0.05, 0.04], [0.00, -0.05, -0.08], [0.08, 0.04, 0.02], [0.01, -0.04, -0.09], [-0.09, -0.04, 0.02], [0.10, 0.00, -0.16]], "energy_ev": -15996.3456, "de_lowest_kj_mol": 628.4}

=====

(5)
{"formula": "C7H11N3O3", "method": "wB97M-V/def2-TZVPD", "species": ["H", "N", "C", "C", "C", "C", "C", "N", "O", "C", "C", "N", "O", "O", "H", "H", "H", "H", "H", "H", "H", "H", "H", "H"], "xyz": [[2.8624, 1.2535, 1.6788], [2.2972, 1.8400, 1.0974], [1.3067, 1.3195, 0.5117], [0.5365, 2.0799, -0.4370], [-0.2823, 1.4165, -1.2821], [-0.4699, -0.0962, -1.4220], [-0.4078, -0.6729, 0.0370], [-0.6422, -2.0794, -0.0294], [-1.2462, -0.0457, 0.9451], [-2.6490, -0.1292, 0.5803], [1.0025, -0.1892, 0.6777], [2.2027, -0.8495, 0.0649], [3.1787, -0.8838, 0.7853], [2.2408, -1.0243, -1.1277], [0.7071, 3.2137, -0.5111], [-0.9120, 2.0313, -1.9032], [-1.4511, -0.3005, -1.8399], [0.2768, -0.5985, -1.8380], [-0.9506, -2.4174, 0.9046], [0.1395, -2.7243, -0.1338], [-2.8484, -1.1581, 0.4620], [-2.8758, 0.3221, -0.4114], [-3.1419, 0.2994, 1.4774], [1.1263, -0.6070, 1.7134]], "atomic_forces_ev_per_a": [[0.05, -0.75, 0.39], [-0.30, 1.32, -0.35], [1.21, -0.67, 0.97], [-0.93, 0.58, -1.29], [0.37, 0.41, -0.16], [-3.13, 2.95, 4.18], [2.41, 1.39, -0.34], [-0.52, -1.92, 1.93], [-1.23, -0.01, -0.38], [0.93, 0.87, 0.63], [-0.88, -1.78, 0.12], [0.72, 1.67, -0.24], [0.10, -0.84, 0.36], [-0.16, -0.84, -0.66], [-0.44, -1.99, 0.36], [0.01, 0.08, -0.48], [0.17, -0.25, -0.25], [2.96, -1.70, -2.62], [-0.19, 0.66, -0.64], [0.37, 0.76, -0.86], [-0.78, -1.24, 0.10], [0.11, 0.36, 0.96], [-0.13, -0.15, -1.07], [-0.73, 1.07, -0.66]], "energy_ev": -18045.2792, "smiles": "[H]/N=C1/C=CC[C@](N)(OC)[C@H]1[N+](=O)[O-]", "de_lowest_kj_mol": 544.2}

=====

(6)
{"formula": "C7H11N3O4", "method": "wB97M-V/def2-TZVPD", "species": ["C", "C", "C", "C", "C", "C", "C", "N", "N", "N", "O", "O", "O", "O", "H", "H", "H", "H", "H", "H", "H", "H", "H", "H", "H"], "xyz": [[0.7366, -0.7266, 2.0371], [1.3408, -0.3010, 3.2713], [1.2833, 1.8059, 2.6163], [1.5287, 1.4851, 1.2177], [-0.7055, 0.8872, -1.1213], [0.0590, -0.3926, -1.2175], [1.3953, -0.4422, -0.4033], [0.7450, 2.6484, 3.2894], [1.2313, 0.0988, 0.9213], [-0.7354, -1.5557, -0.8320], [1.7398, -0.7216, 4.2796], [2.0964, 2.1204, 0.3977], [-0.6398, -0.8025, 2.1574], [1.8055, -1.7381, -0.4372], [0.9408, -1.7542, 1.8153], [-1.5311, 0.9436, -1.8825], [-0.1116, 1.8316, -0.9563], [-1.0405, 0.8865, -0.0875], [0.4588, -0.4592, -2.1831], [2.1895, 0.1998, -0.8818], [0.8067, 3.5467, 2.8368], [0.8793, -2.2350, -0.4721], [-1.5589, -1.8215, -1.4410], [-1.2482, -1.2319, 0.0698], [-0.8569, 0.1944, 2.0628]], "atomic_forces_ev_per_a": [[0.62, -2.23, -3.09], [0.65, 4.71, 0.45], [-0.03, -6.37, 0.46], [0.47, -3.15, -0.49], [-0.06, 1.42, 1.05], [0.58, 0.62, 0.18], [0.06, 1.28, -1.44], [0.00, 2.34, 1.93], [-0.56, 1.17, 3.63], [-2.51, 0.34, 1.57], [-0.06, -0.43, -0.05], [0.83, 2.19, -1.48], [-1.52, 3.84, -0.03], [-1.62, -1.94, 0.58], [0.99, -0.78, -0.21], [0.82, 0.26, 0.99], [-0.12, -0.85, -1.49], [-1.32, -0.21, 0.15], [0.13, -0.74, -1.79], [-1.01, -0.47, 0.34], [-0.77, 0.98, -0.51], [2.04, 0.67, -0.06], [1.71, 0.61, 0.39], [1.19, -1.05, -1.66], [-0.51, -2.20, 0.58]], "energy_ev": -20093.4501, "de_lowest_kj_mol": 448.0}

=====

What is the formula in the fourth record? C7H11N3O2